15
Properties=species:S:1:pos:R:3 method="wB97M-V/def2-TZVPD" lumo_energy_ev=1.1 smiles="CC/N=C/OC" relative_energy_kj_mol=161.83
C 2.35 0.76 0.56
C 1.32 0.14 -0.39
N -0.07 0.19 0.03
C -0.63 -0.93 0.22
O -1.95 -1.13 0.28
C -2.78 -0.10 -0.26
H 2.02 1.72 0.97
H 2.59 0.09 1.39
H 3.28 0.93 -0.01
H 1.63 -0.89 -0.61
H 1.35 0.68 -1.34
H -0.10 -1.88 0.33
H -3.53 -0.59 -0.90
H -2.18 0.60 -0.83
H -3.28 0.43 0.55